(1)
Entry from the Open Molecules 2025 dataset: C13H37KO9 as an isolated structure (wB97M-V/def2-TZVPD).

```
! wB97M-V def2-TZVPD RIJCOSX def2/J DEFGRID3
* xyz 0 1
K 3.97 -2.35 -1.88
O 0.69 -0.68 0.53
C 0.92 -0.42 -0.70
O 1.29 -1.30 -1.49
O 0.59 0.65 -1.09
H 0.60 0.22 0.84
C 2.76 -1.79 3.18
C 3.75 -1.63 2.07
O 3.16 -1.98 0.87
H 2.10 -0.92 3.15
H 3.12 -1.88 4.20
H 2.01 -2.57 3.04
H 4.54 -2.36 2.29
H 4.19 -0.64 2.01
H 2.46 -1.37 0.63
C 3.38 4.64 -2.66
C 2.12 3.90 -2.28
O 2.44 2.59 -1.84
H 3.10 5.65 -2.97
H 3.81 4.18 -3.55
H 4.05 4.57 -1.80
H 1.45 3.84 -3.14
H 1.47 4.47 -1.61
H 1.67 2.01 -1.79
C -4.18 1.04 0.61
C -2.89 0.30 0.54
O -2.14 1.02 -0.39
H -4.26 1.86 1.32
H -4.94 0.27 0.72
H -4.43 1.59 -0.30
H -3.16 -0.62 0.03
H -2.41 0.12 1.50
H -1.39 0.48 -0.64
C -1.36 2.60 3.76
C -0.46 1.35 3.43
O 0.09 1.34 2.14
H -0.85 3.56 3.66
H -1.67 2.70 4.80
H -2.21 2.41 3.11
H -1.12 0.47 3.48
H 0.39 1.25 4.10
H -0.64 1.42 1.51
C -0.58 -3.79 1.56
C -1.37 -3.26 0.39
O -0.64 -3.54 -0.74
H 0.28 -3.15 1.76
H -0.19 -4.80 1.45
H -1.18 -3.87 2.47
H -1.57 -2.19 0.36
H -2.28 -3.81 0.14
H 0.13 -2.96 -0.77
C -2.24 -1.45 -4.63
C -1.52 -0.55 -3.59
O -0.14 -0.59 -3.87
H -3.30 -1.28 -4.50
H -2.08 -2.52 -4.51
H -2.19 -1.19 -5.69
H -1.61 -0.97 -2.59
H -1.94 0.45 -3.56
H 0.39 -0.51 -3.07
*
```

## Properties
* HOMO: -8.8 eV
* frontier orbital gap: 7.86 eV

=====

(2)
Entry from the Open Molecules 2025 dataset: C13H37N3O6V as an isolated structure (wB97M-V/def2-TZVPD).

```
! wB97M-V def2-TZVPD RIJCOSX def2/J DEFGRID3
* xyz 2 2
O -1.44 -0.40 -1.45
V 0.02 -0.26 -2.03
O 0.44 -1.71 -2.66
C -0.56 -0.33 -5.29
O -0.97 0.27 -4.13
H 0.32 -0.95 -5.10
H -1.22 -1.11 -5.68
H -0.49 0.49 -6.00
H -1.73 0.82 -4.34
C -3.93 -0.68 0.96
C -2.98 0.00 1.98
C -3.30 -0.15 3.51
O -2.28 0.57 4.25
C -2.45 0.47 5.63
N -1.69 -0.51 1.67
H -3.42 -0.54 0.01
H -4.91 -0.22 1.03
H -4.09 -1.74 1.13
H -2.82 1.03 1.67
H -3.35 -1.22 3.74
H -4.22 0.31 3.87
H -3.48 0.62 5.96
H -1.83 1.25 6.08
H -2.05 -0.47 6.00
H -1.07 -0.15 2.38
H -1.65 -1.49 1.91
C 3.32 2.79 -2.76
C 2.07 2.03 -2.18
C 0.79 2.88 -2.15
O -0.04 2.08 -1.29
C -1.29 2.79 -1.06
N 1.80 0.89 -3.05
H 3.12 3.26 -3.72
H 4.12 2.06 -2.88
H 3.72 3.41 -1.96
H 2.31 1.71 -1.17
H 0.31 3.00 -3.12
H 1.08 3.85 -1.76
H -1.81 3.03 -1.99
H -1.24 3.67 -0.41
H -2.02 2.11 -0.64
H 2.62 0.31 -3.09
H 1.71 1.19 -4.01
C 3.14 -1.25 -0.18
C 1.72 -1.56 0.33
C 1.61 -2.12 1.77
O 2.48 -3.26 1.88
C 2.34 -3.99 3.11
N 0.79 -0.41 0.22
H 3.87 -2.06 -0.10
H 3.66 -0.46 0.37
H 3.18 -0.98 -1.23
H 1.35 -2.34 -0.33
H 0.62 -2.39 2.16
H 1.92 -1.34 2.46
H 2.48 -3.37 4.00
H 3.06 -4.80 3.09
H 1.32 -4.39 3.13
H 1.10 0.36 0.78
H -0.07 -0.60 0.72
*
```

## Properties
* HOMO (alpha / beta): -14.4 / -14.4 eV
* frontier orbital gap (alpha / beta): 8.23 / 2.62 eV
* ⟨S²⟩: 0.75

=====

(3)
Entry from the Open Molecules 2025 dataset: a 7-piece molecular cluster, C13H38ClO12S6 overall (wB97M-V/def2-TZVPD).

```
! wB97M-V def2-TZVPD RIJCOSX def2/J DEFGRID3
* xyz -1 1
Cl 0.68 -0.46 0.91
O -0.18 -0.67 2.03
O 0.40 -1.45 -0.06
O 0.38 0.80 0.29
O 2.04 -0.69 1.23
O -6.66 1.24 2.51
S -5.21 1.08 2.22
O -4.61 1.94 1.25
O -4.40 1.25 3.67
C -4.91 0.59 4.83
C -3.85 0.76 5.90
C -4.95 -0.69 1.78
H -4.97 -0.49 4.74
H -5.89 0.99 5.08
H -2.88 0.52 5.45
H -4.15 0.04 6.66
H -3.71 1.72 6.40
H -5.25 -1.29 2.65
H -3.91 -0.87 1.49
H -5.59 -0.95 0.94
C -0.35 0.10 -5.34
S -0.80 1.16 -6.76
O 0.44 1.99 -7.00
C -0.71 -0.21 -8.05
H 0.60 -0.40 -5.54
H -1.06 -0.70 -5.13
H -0.27 0.73 -4.45
H 0.26 -0.71 -8.17
H -1.02 0.07 -9.05
H -1.23 -1.09 -7.68
C 2.80 4.24 3.18
S 1.55 5.02 4.36
O 0.84 6.20 3.68
C 0.40 3.64 4.21
H 3.76 4.75 3.18
H 2.32 4.29 2.20
H 3.09 3.23 3.48
H -0.66 3.81 4.42
H 0.91 2.78 4.66
H 0.30 3.39 3.15
C -1.03 5.95 -0.56
S 0.35 6.85 -1.32
O 1.08 7.49 -0.13
C 1.27 5.37 -1.91
H -1.76 6.63 -0.11
H -0.84 5.22 0.22
H -1.57 5.26 -1.21
H 2.26 5.71 -2.21
H 0.84 4.90 -2.79
H 1.35 4.64 -1.10
C -0.03 -4.92 -4.65
S 1.75 -4.86 -5.23
O 1.89 -3.70 -6.22
C 2.49 -4.17 -3.66
H -0.10 -5.85 -4.08
H -0.59 -4.88 -5.59
H -0.41 -4.13 -4.01
H 3.57 -4.16 -3.83
H 2.34 -4.98 -2.94
H 2.08 -3.21 -3.36
C 2.91 -5.93 2.10
S 3.93 -5.72 3.63
O 3.88 -7.08 4.40
C 5.52 -5.66 2.66
H 3.28 -6.67 1.39
H 2.81 -4.93 1.67
H 1.86 -6.07 2.35
H 6.36 -5.27 3.23
H 5.38 -4.96 1.84
H 5.60 -6.60 2.11
*
```

## Properties
* HOMO: -6.3 eV
* frontier orbital gap: 8.22 eV

=====

(4)
Entry from the Open Molecules 2025 dataset: a 6-piece molecular cluster, C13H39NO10 overall (wB97M-V/def2-TZVPD).

```
! wB97M-V def2-TZVPD RIJCOSX def2/J DEFGRID3
* xyz 0 1
C -4.45 0.15 0.23
O -3.97 1.22 -0.53
C -3.18 0.79 -1.63
C -2.45 1.98 -2.21
C -1.59 2.66 -1.18
N -3.42 2.88 -2.87
H -5.22 -0.41 -0.30
H -4.87 0.55 1.15
H -3.66 -0.58 0.47
H -2.45 0.06 -1.26
H -3.81 0.33 -2.40
H -1.77 1.58 -2.98
H -2.13 3.14 -0.36
H -0.96 3.44 -1.62
H -0.83 1.96 -0.81
H -3.04 3.82 -2.84
H -4.25 2.91 -2.29
O -0.64 -0.86 1.48
C 0.77 -0.74 1.55
C 1.42 -0.91 0.22
O 0.67 -0.14 -0.73
H -0.89 -0.36 0.69
H 1.08 0.24 1.95
H 1.15 -1.50 2.24
H 1.52 -1.95 -0.11
H 2.43 -0.48 0.26
H 0.98 -0.33 -1.62
O -1.69 -1.23 -4.88
C -0.58 -0.72 -5.63
C 0.74 -1.06 -5.00
O 1.16 -0.06 -4.03
H -1.49 -1.04 -3.96
H -0.61 -1.19 -6.61
H -0.69 0.35 -5.80
H 1.52 -1.10 -5.76
H 0.78 -2.01 -4.48
H 1.72 0.56 -4.51
O 2.88 1.65 3.10
C 2.36 2.84 2.50
C 1.08 3.24 3.24
O 1.43 3.44 4.61
H 2.80 1.84 4.04
H 3.06 3.67 2.56
H 1.99 2.58 1.51
H 0.32 2.46 3.11
H 0.67 4.17 2.83
H 0.63 3.31 5.13
O 5.94 -1.12 1.72
C 4.61 -1.47 2.18
C 4.32 -2.90 2.03
O 3.96 -3.14 0.65
H 5.96 -1.18 0.76
H 4.71 -1.19 3.23
H 3.87 -0.81 1.75
H 3.42 -3.11 2.63
H 5.06 -3.64 2.33
H 4.15 -4.06 0.45
C -3.32 -2.75 2.69
O -3.65 -4.09 3.00
H -3.85 -2.35 1.81
H -3.71 -2.13 3.51
H -2.25 -2.58 2.59
H -3.72 -4.62 2.20
*
```

## Properties
* HOMO: -9.3 eV
* SMILES string: COC[C@H](C)N.OCCO.OCCO.OCCO.OCCO.CO
* frontier orbital gap: 9.58 eV

=====

(5)
Entry from the Open Molecules 2025 dataset: a 9-piece molecular cluster, C13H39NO14 overall (wB97M-V/def2-TZVPD).

```
! wB97M-V def2-TZVPD RIJCOSX def2/J DEFGRID3
* xyz -1 2
C 2.80 -2.69 -1.25
O 3.52 -1.55 -0.95
H 2.06 -2.44 -2.01
H 3.50 -3.48 -1.55
H 2.25 -3.07 -0.39
H 2.95 -0.90 -0.53
C -1.76 0.71 -3.47
O -2.35 0.43 -2.22
H -1.75 1.78 -3.69
H -0.73 0.34 -3.47
H -2.31 0.28 -4.31
H -2.30 -0.53 -2.12
C 0.06 -0.43 -0.17
O 1.38 0.04 -0.04
H -0.61 0.40 -0.40
H -0.01 -1.21 -0.94
H -0.25 -0.91 0.75
H 1.42 0.72 0.64
C 1.51 3.29 2.24
O 1.83 2.10 1.61
H 1.85 3.37 3.27
H 1.81 4.13 1.62
H 0.42 3.38 2.25
H 2.76 2.16 1.40
C -2.78 -2.76 -3.11
O -2.15 -2.28 -1.95
H -3.25 -1.98 -3.71
H -2.04 -3.25 -3.74
H -3.51 -3.51 -2.83
H -1.48 -2.93 -1.72
C -0.67 3.09 -0.79
O -1.94 3.08 -1.37
H -0.31 4.09 -0.58
H -0.73 2.53 0.15
H 0.07 2.62 -1.45
H -2.17 2.18 -1.62
C 0.31 -4.73 2.51
N -0.62 -4.68 1.41
O -0.65 -3.66 0.77
O -1.34 -5.74 1.21
H 1.21 -5.12 2.04
H -0.08 -5.39 3.29
H 0.45 -3.74 2.93
C 2.18 1.56 -3.01
O 1.23 1.69 -4.11
C 0.72 2.87 -4.37
O 1.11 3.90 -3.78
O -0.21 2.77 -5.31
C -1.17 3.78 -5.42
H 3.07 2.17 -3.21
H 2.34 0.48 -2.92
H 1.83 1.77 -2.00
H -1.55 4.07 -4.45
H -2.02 3.45 -6.02
H -0.71 4.64 -5.89
C -0.87 -0.84 8.39
O -0.34 -0.12 7.28
C -0.43 -0.59 5.98
O -1.11 -1.57 5.67
O 0.23 0.23 5.15
C 0.51 -0.16 3.83
H -0.30 -1.75 8.57
H -1.91 -1.03 8.13
H -0.83 -0.21 9.28
H 1.12 0.66 3.46
H -0.38 -0.45 3.27
H 1.14 -1.05 3.79
*
```

## Properties
* HOMO (alpha / beta): -0.7 / -4.2 eV
* frontier orbital gap (alpha / beta): 2.86 / 6.40 eV
* ⟨S²⟩: 0.75

=====

(6)
Entry from the Open Molecules 2025 dataset: C13H3Cl5NO5SbSe4V as an isolated structure (wB97M-V/def2-TZVPD).

```
! wB97M-V def2-TZVPD RIJCOSX def2/J DEFGRID3
* xyz -2 4
V -1.01 0.08 -0.04
O 4.06 -2.80 -0.09
C 3.07 -1.88 -0.03
C 2.53 -1.45 1.18
C 1.47 -0.58 1.13
N 0.99 -0.15 -0.03
C 1.49 -0.56 -1.19
C 2.57 -1.41 -1.24
C 0.56 -0.19 -2.36
O 0.93 -0.17 -3.51
O -0.64 0.09 -1.92
C 0.53 -0.21 2.29
O 0.90 -0.21 3.45
O -0.66 0.08 1.86
H 3.98 -3.39 0.68
H 2.86 -1.85 2.12
H 2.92 -1.80 -2.18
Cl -3.20 0.52 -0.04
C -2.50 2.16 -0.03
C -1.12 2.17 -0.03
C -0.54 3.42 -0.02
Cl 1.20 3.52 -0.02
C -1.29 4.59 -0.02
Cl -0.51 6.14 -0.02
C -2.68 4.53 -0.02
Cl -3.63 5.97 -0.02
C -3.31 3.28 -0.03
Cl -5.03 3.15 -0.03
Se 1.58 -5.09 0.62
Sb -0.72 -4.51 0.00
Se -1.46 -5.69 -2.00
Se -2.25 -5.68 1.56
Se -1.09 -2.08 -0.03
*
```

## Properties
* HOMO (alpha / beta): -2.3 / -2.4 eV
* frontier orbital gap (alpha / beta): 5.86 / 5.36 eV
* ⟨S²⟩: 3.78

=====

Number 1 is which compound? C13H37KO9

=====

Number 2 is which compound? C13H37N3O6V